i:
Density functional theory data (wB97M-V/def2-TZVPD) for a cluster of 9 separate species, C18H54O9 in total.

Element x y z (Å)
O 0.9966 0.2616 -5.9399
H -0.8583 -1.2814 -4.6908
C 0.6342 -0.2043 4.8911
H 4.6484 -1.4088 -0.1892
H 4.4122 -3.1517 -0.0976
H 0.6112 -0.1728 2.2666
O -5.6738 -2.2786 -3.9666
H -3.4975 -0.7791 -4.3036
O -0.5105 -5.1242 1.1090
C 0.4750 -0.1282 0.3362
C 4.3796 -2.2271 0.4787
H 3.0847 -1.0839 2.8878
H -1.1939 -3.0300 -0.7221
C -3.0591 3.5941 -2.2980
H -3.8955 -2.7918 -2.8558
H -3.7267 3.4914 2.0472
H -3.8272 2.8664 3.6778
H -0.2176 -0.5711 4.3183
H 6.3185 -2.0961 1.4693
C 0.1809 -1.6038 -4.7560
O -0.0703 0.0190 1.6183
H -3.1838 2.5172 -0.3877
H -3.1657 -0.3576 -2.6223
H 1.2046 0.6128 -6.8088
H 5.1507 -3.1411 2.3285
H -2.0134 3.7735 -0.4184
H 1.9895 -1.6122 -5.9170
H -1.7492 -4.5923 -1.3714
H -3.7351 4.2079 -0.2950
H 0.8444 -1.1465 0.2144
H 1.9132 3.4970 1.3227
H 0.7391 0.8449 4.6148
O 4.5071 4.2918 1.9329
H 1.3907 0.4602 0.2783
H 1.7006 2.3479 2.5437
C -0.4314 0.1375 -0.8151
C -3.0195 3.5289 -0.7587
H 4.5856 4.3692 0.9793
C 2.2987 3.2277 2.3061
C 0.0886 -4.6974 -0.0942
H -1.6561 0.7890 1.8565
H 0.9296 -4.0381 0.1206
H -1.3421 2.3553 3.5237
H 1.9850 3.9341 3.0746
H 2.8086 -0.4737 5.0676
H -2.7193 5.5126 -2.3359
C -3.9364 -0.7089 -3.3083
C -4.6233 -1.9858 -2.9495
H 1.9966 -1.9551 4.7951
O -2.2631 4.7077 -2.5920
H 0.0444 -2.6845 -4.7950
H 4.1401 2.6166 3.1240
H -2.9219 4.3840 3.3379
O 2.2033 -0.7587 3.0852
H -4.0797 3.6443 -2.6774
H -6.1858 -2.9373 -3.4918
H 0.4506 -5.6202 -0.5475
H -2.5930 2.7255 -2.7631
H -0.4175 -3.7083 -2.0724
H 4.0231 2.3424 1.3837
H 0.0387 0.1368 -1.7985
C 5.2726 -2.2276 1.7464
C 1.0101 -1.1376 -5.9771
H -1.1604 -0.6648 -0.9299
H -5.1169 -1.8533 -1.9867
H -1.2449 2.9521 1.9275
H 3.3192 -2.0924 0.6918
C 3.8026 3.0504 2.1826
C -3.1711 3.3854 2.9790
C 1.9838 -0.9057 4.5008
C -0.8741 -3.9914 -1.1241
H 0.3815 -0.2280 5.9512
H 0.6683 -1.3521 -3.8141
O -2.4151 1.3253 2.0973
H 5.1961 -1.0938 3.3469
H -0.8637 1.1248 -0.6525
H 0.5880 -1.4214 -6.9411
O 4.8636 -1.0948 2.4463
H 0.1470 -5.2689 1.7934
H -4.6397 0.1198 -3.2263
C -1.9539 2.5276 2.6382

Summary:
* <S²>: 0.750
* 2S+1: 2
* HOMO (alpha / beta): 0.49 / -7.44 eV
* LUMO (alpha / beta): 2.19 / 2.16 eV
* net charge: -1
* orbital gap (alpha / beta): 1.702 / 9.601 eV

Löwdin charges, unit e, in atom order: -0.078 0.059 -0.087 0.061 0.051 0.036 -0.097 0.073 -0.108 -0.322 -0.131 0.023 0.047 -0.316 0.101 0.047 0.073 0.063 0.089 -0.082 -0.086 0.062 0.062 0.080 0.060 0.074 0.103 0.062 0.067 0.099 0.066 0.054 -0.097 0.114 0.049 -0.071 -0.095 0.066 -0.102 -0.322 0.024 0.093 0.099 0.072 0.071 0.083 -0.100 -0.285 0.069 -0.088 0.064 0.099 0.070 -0.144 0.104 0.061 0.094 0.105 0.055 0.101 0.072 -0.417 -0.324 0.058 0.109 0.098 0.042 -0.316 -0.076 -0.337 -0.072 0.063 0.063 -0.093 0.014 0.070 0.104 -0.246 0.069 0.074 -0.348

=====

ii:
Density functional theory data (wB97M-V/def2-TZVPD) for a cluster of 9 separate species, C18H54O9 in total.

Element x y z (Å)
H -1.6655 3.0954 -2.9230
H -1.4705 0.1226 6.5716
H 4.3497 -2.5399 -0.7085
C -0.9472 -4.4664 2.1646
H -4.0692 -3.4916 2.8947
C 2.5004 -3.7742 -0.7670
H -3.8344 -0.5898 2.8254
H 4.0636 1.4312 1.3408
C -1.6442 0.9129 4.4672
O -0.7860 0.9376 1.1519
H -0.9649 -5.5558 2.1354
H -6.2676 -0.4720 3.3766
H 3.1035 0.3568 2.1047
C -0.5946 -0.1512 0.2717
H 4.7567 3.4650 -0.1438
H 2.4769 1.8822 -1.6831
H -2.9545 -0.1648 5.7200
H 0.4546 1.0659 -1.0788
H 2.9597 3.2712 2.9045
O 2.6383 -1.4331 -0.6606
H 1.0805 -1.2711 -6.1770
H 1.0075 0.3777 -5.5188
H 3.8603 4.4790 -1.9372
H 2.0928 2.8386 0.7345
H -2.8211 -4.4849 1.0108
C 3.3316 -2.5986 -0.3236
C 1.5723 -0.5546 -5.5192
O -5.9768 -2.3706 2.7487
C 3.2763 3.7601 -1.3626
H -0.0525 1.5518 1.0716
H -1.7060 1.4198 -4.5038
H -2.3038 -2.8618 1.5372
H -0.0531 2.9195 -3.7042
H 3.1256 -0.6579 -0.3724
H 2.2441 -4.3257 0.1376
H 2.7479 2.7631 -3.1663
H -2.5677 1.4641 6.3165
H 1.7109 -2.1754 -4.2304
H 2.6621 -0.7796 -2.4686
H -1.5067 2.0379 -6.7676
O 1.6446 2.3735 1.4447
H -0.2669 -4.0694 1.4112
C 2.4900 2.3543 2.5483
H 1.5813 -3.5145 -1.2922
H -1.0264 4.3202 -4.1294
H 3.6673 -2.8167 0.6903
O -1.0405 2.5438 -6.0981
O 3.7991 3.4155 -0.0983
C -4.5681 -0.5961 2.0193
H -0.5787 -4.0300 3.0930
C -5.9120 -1.0025 2.4934
H -1.1812 1.0002 -1.4439
H -0.2000 -0.4503 -1.8239
H 2.3645 4.3070 -1.1224
C -1.7589 2.4360 -4.8945
H -1.4928 -0.7687 0.2738
H 2.5629 -0.3303 -5.9150
H -1.2742 0.2074 2.7133
O -1.5070 -0.1724 3.5637
H -6.3859 -0.6498 1.5773
H -2.7147 2.8879 -5.1599
C 1.7321 -1.0907 -4.1248
H -4.6476 0.3795 1.5398
H -4.2894 -1.2291 1.1768
C 3.1730 2.5547 -2.1845
H -0.6809 1.3939 4.6363
H -6.6102 -2.4962 3.4591
C -1.0765 3.2755 -3.8223
H 4.3397 1.2633 3.1053
H 1.8416 1.9460 3.3235
C -0.3702 0.3539 -1.1081
C 3.5904 1.3091 2.3151
O 2.9207 -0.7818 -3.3932
H 0.3031 -0.6606 0.6220
O -3.2738 -4.0289 2.9141
C -2.1578 0.5673 5.8519
H 0.8059 -0.9422 -3.5695
H 4.0812 1.9641 -2.3044
H 3.0063 -4.3453 -1.5454
C -2.3951 -3.9074 1.8313
H -2.3233 1.5959 3.9568

Summary:
* <S²>: 0.750
* 2S+1: 2
* HOMO (alpha / beta): 0.66 / -7.30 eV
* LUMO (alpha / beta): 2.19 / 2.19 eV
* net charge: -1
* orbital gap (alpha / beta): 1.534 / 9.488 eV

Löwdin charges, unit e, in atom order: 0.068 0.068 0.102 -0.058 0.043 -0.081 0.068 0.029 -0.330 -0.100 0.062 0.120 0.053 -0.304 0.010 0.042 0.065 0.063 0.103 -0.108 0.070 0.056 0.083 0.046 0.099 -0.349 -0.088 -0.057 -0.436 0.052 0.105 0.082 0.066 0.081 0.063 0.068 0.068 0.096 0.025 0.077 -0.115 0.049 -0.331 0.072 0.073 0.100 -0.094 -0.279 -0.097 0.070 -0.354 0.071 0.063 0.103 -0.344 0.108 0.077 0.017 -0.104 0.102 0.110 -0.335 0.085 0.083 -0.154 0.101 0.090 -0.089 0.060 0.101 -0.081 -0.140 -0.083 0.111 -0.088 -0.092 0.083 0.058 0.070 -0.310 0.110

=====

Energies, relative to the best one, in hartree: i 0.0000; ii 0.0305.

=====

i:
Density functional theory data (wB97M-V/def2-TZVPD) for an isolated molecule of C13H12O.

Element x y z (Å)
H -1.2885 1.7544 0.9643
H -4.7872 -0.2510 -0.2534
H 3.2483 -2.3774 0.8085
C 2.9117 0.4946 -0.5011
C 1.5551 0.5948 -0.4651
C -1.4419 -1.4164 -0.3428
H -0.0682 1.4566 -1.3519
H 4.4591 -0.6232 -0.3425
H 3.3492 1.4578 -0.7884
H -3.1232 -2.6600 -1.0201
O -0.0253 2.2346 0.6582
H 0.8333 -2.2596 1.0736
H 1.2488 2.7501 -1.1819
H -3.5869 1.5971 0.6487
C -2.9757 0.7883 0.2360
C -0.7821 -0.2657 0.1617
C -1.6228 0.7258 0.5088
C 3.4534 -0.6613 -0.2702
C 0.6745 1.7777 -0.7015
H -0.8503 -2.3986 -0.3989
C 0.6742 -0.3510 0.0520
C -2.8774 -1.5637 -0.4806
C 1.3507 -1.3806 0.8189
H 1.0791 2.6926 0.8528
C -3.6955 -0.3886 -0.2335
C 2.7239 -1.5233 0.5046

Summary:
* HOMO: -8.68 eV
* SMILES string: OCc1ccccc1-c1ccccc1
* LUMO: 0.58 eV
* orbital gap: 9.261 eV

Löwdin charges, unit e, in atom order: 0.098 0.089 0.088 -0.074 -0.198 -0.048 0.086 0.084 0.134 0.148 -0.230 0.089 0.166 0.100 -0.069 -0.206 -0.101 -0.103 -0.124 0.123 -0.123 -0.080 0.034 0.237 -0.069 -0.053

=====

ii:
Density functional theory data (wB97M-V/def2-TZVPD) for a structure of composition C13H12O.

Element x y z (Å)
H -1.6612 -2.0680 -0.0638
H -1.6626 -0.9193 -1.4688
H 0.4023 -1.9620 0.7041
C 0.1181 0.7426 0.2630
H -1.1635 2.1004 -2.3765
C -1.1525 0.1073 0.3430
C 1.3454 -1.4309 0.4403
H 2.8732 1.4940 -0.2740
C -3.1765 -0.5552 0.3983
H 4.7073 0.2957 -0.1693
H 4.6569 -2.1123 0.4442
H -2.5749 1.5482 1.3258
C 2.6355 0.4509 -0.0850
H 2.4927 -3.1499 1.0811
C -2.5795 3.1675 -1.0590
C -1.8982 -1.1022 -0.2855
H -4.0771 -0.1672 -0.0903
C 3.7271 -1.6033 0.2636
C -2.2985 0.5178 0.8724
C 1.3701 -0.0541 0.2238
C 2.5012 -2.1616 0.6194
H -3.2527 3.7475 -0.5101
C 3.7934 -0.2527 -0.0335
H -3.5273 -1.3100 1.0342
O 0.2014 1.9895 0.2286
C -1.8003 2.6874 -1.8261

Summary:
* HOMO: -9.39 eV
* LUMO: -0.13 eV
* orbital gap: 9.265 eV

Löwdin charges, unit e, in atom order: 0.048 0.171 0.118 -0.309 0.009 -0.186 -0.032 0.121 -0.145 0.106 0.099 0.146 -0.036 0.109 0.008 -0.103 0.118 -0.073 -0.052 -0.127 -0.077 0.013 -0.090 0.089 0.064 0.013

=====

Energies, relative to the best one, in hartree: i 0.0468; ii 0.0000.

=====

i:
Density functional theory data (wB97M-V/def2-TZVPD) for a cluster of 2 separate species, C2H3Cl3S in total.

Element x y z (Å)
C 0.0240 -0.1949 1.1297
C -0.0130 -0.4905 -1.0900
Cl -1.3746 0.5311 -1.5312
S -0.2639 1.5373 1.2342
Cl 1.1663 2.1432 -0.0548
H 1.0456 -0.0942 -1.2682
H -0.3560 -1.5662 -1.2522
H 1.0141 -0.6410 1.0651
Cl -1.2424 -1.2247 1.7675

Summary:
* HOMO (alpha / beta): -8.44 / -8.44 eV
* LUMO (alpha / beta): -0.38 / -0.37 eV
* orbital gap (alpha / beta): 8.069 / 8.070 eV

Löwdin charges, unit e, in atom order: -1.085 -0.582 0.468 0.390 0.177 0.014 0.048 0.027 0.543

=====

ii:
Density functional theory data (wB97M-V/def2-TZVPD) for a cluster of 2 separate species, C2H3Cl3S in total.

Element x y z (Å)
Cl 3.1135 0.3238 -0.7402
H 1.5726 -0.9816 -1.8132
C -2.2106 0.3707 -0.0471
S -2.4066 -0.3500 1.4614
H -1.5570 0.3718 2.1811
Cl -1.6717 2.0064 0.0141
Cl 1.0470 -1.4786 0.5569
H 0.5850 0.1627 -0.7593
C 1.5280 -0.4253 -0.8537

Summary:
* HOMO: -9.38 eV
* LUMO: -0.84 eV
* orbital gap: 8.543 eV

Löwdin charges, unit e, in atom order: 0.524 0.038 -1.000 0.672 -0.141 0.479 0.442 -0.017 -0.996

=====

Energies, relative to the best one, in hartree: i 0.0000; ii 0.0110.

=====

i:
Density functional theory data (wB97M-V/def2-TZVPD) for an isolated molecule of C2H5OP.

Element x y z (Å)
H 1.0747 1.2537 -1.2349
C 0.4727 0.8053 -0.3801
O -2.0241 -0.3241 0.5856
H 1.4194 -1.1934 -0.7846
H 0.0682 1.3680 0.4544
H -1.7436 0.1626 1.3579
C 0.7960 -0.6692 -0.0808
H 0.7465 -1.0335 1.0148
P -0.8098 -0.3694 -0.9322

Summary:
* HOMO: -9.61 eV
* SMILES string: OP1CC1
* LUMO: 0.94 eV
* orbital gap: 10.546 eV

Löwdin charges, unit e, in atom order: 0.085 -0.406 -0.413 0.038 0.054 -0.018 -0.398 0.103 0.955

=====

ii:
Density functional theory data (wB97M-V/def2-TZVPD) for a cluster of 2 separate species, C2H5OP in total.

Element x y z (Å)
H -0.2444 -0.9973 1.5874
O -0.0995 -0.5386 -3.8028
P -0.9467 0.9278 0.1426
C 0.1832 -0.0719 1.2594
C -0.5774 -0.7639 -2.7186
H -1.2990 -1.5825 -2.5204
H 0.3952 0.4003 2.2425
H -0.1960 2.0842 0.7032
H 1.0809 -0.2134 0.7498

Summary:
* HOMO (alpha / beta): -8.61 / -8.36 eV
* LUMO (alpha / beta): -0.75 / -0.17 eV
* orbital gap (alpha / beta): 7.858 / 8.185 eV

Löwdin charges, unit e, in atom order: -0.006 -0.014 0.685 -0.497 -0.092 0.052 0.028 -0.137 -0.018

=====

Energies, relative to the best one, in hartree: i 0.0000; ii 0.0957.